{"formula": "C36H68F3N9O11S", "method": "ωB97M-V/def2-TZVPD", "homo_energy_ev": -8.6, "mol_weight_g_mol": 892.05, "total_energy_ha": -3430.194045, "species": ["C", "C", "N", "C", "C", "C", "C", "N", "N", "N", "C", "N", "C", "O", "C", "S", "O", "O", "C", "F", "F", "F", "C", "C", "C", "O", "N", "C", "C", "C", "C", "C", "O", "H", "H", "H", "H", "H", "H", "H", "H", "H", "H", "H", "H", "H", "H", "H", "H", "H", "H", "H", "H", "H", "H", "H", "C", "O", "C", "C", "N", "C", "C", "O", "C", "H", "H", "H", "H", "H", "H", "H", "H", "H", "H", "H", "H", "H", "H", "H", "C", "O", "C", "C", "N", "C", "C", "O", "C", "H", "H", "H", "H", "H", "H", "H", "H", "H", "H", "H", "H", "H", "H", "H", "C", "O", "C", "C", "N", "C", "C", "O", "C", "H", "H", "H", "H", "H", "H", "H", "H", "H", "H", "H", "H", "H", "H", "H"], "coordinates": [[-4.9864, 0.9732, -0.0749], [-5.4591, 0.6987, 1.4709], [-4.7719, -0.4838, 2.0855], [-3.4716, -0.1592, 2.7065], [-3.2179, 0.7850, 3.9347], [-4.4489, 1.5560, 4.6153], [-4.5845, 3.1213, 4.2366], [-4.3117, 4.0383, 5.4205], [-3.7293, 3.5927, 3.1085], [-6.0216, 3.4239, 3.8466], [-1.7811, 1.0455, 4.5920], [-1.6415, 1.9129, 5.7832], [-1.2238, 3.1143, 5.4806], [-0.5799, 4.1228, 5.0866], [-0.5177, 0.3172, 3.9699], [1.2108, 0.4346, 4.6056], [1.5055, 1.6524, 5.4435], [2.2599, 0.3711, 3.5105], [1.5562, -1.0545, 5.7340], [2.5024, -0.6809, 6.7677], [2.1692, -2.1415, 5.0280], [0.3800, -1.4989, 6.4265], [-0.7766, -0.6082, 2.7296], [-2.1863, -0.8654, 2.0790], [-2.0363, -1.8629, 0.8283], [-2.8695, -2.5705, 0.2001], [-0.5752, -1.8099, 0.5724], [-0.0488, -0.6910, -0.2809], [-0.8231, -0.4661, -1.6750], [0.1672, 0.1801, -2.8100], [-1.9414, 0.7030, -1.3924], [0.1886, -1.5396, 1.8437], [1.3323, -2.0250, 2.0565], [-4.1563, 1.7600, -0.1429], [-4.7143, -0.0311, -0.5965], [-5.9346, 1.3442, -0.6433], [-6.5819, 0.3993, 1.3705], [-5.4531, 1.6568, 2.1026], [-5.4112, -0.8119, 2.8479], [-4.4039, 1.4404, 5.7722], [-5.4226, 1.0389, 4.2391], [-3.5964, 4.7155, 5.0762], [-3.8805, 3.4902, 6.1860], [-2.7220, 3.4246, 3.2594], [-3.9521, 3.1404, 2.2081], [-6.3775, 4.2202, 4.3977], [-6.0457, 3.7197, 2.8469], [1.0494, -0.9760, -0.5475], [0.0116, 0.3317, 0.2473], [-1.3730, -1.4039, -2.0379], [0.5377, 1.1787, -2.3399], [1.0189, -0.5209, -3.1168], [-0.4925, 0.5058, -3.7114], [-2.9154, 0.5112, -1.9678], [-2.2002, 0.6709, -0.2548], [-1.4760, 1.7382, -1.5849], [6.2869, -3.8274, -3.9667], [6.8438, -2.5978, -4.4084], [6.7159, -2.3913, -5.8179], [5.7048, -1.2805, -6.1135], [4.3380, -1.7092, -5.8058], [3.3622, -0.6160, -5.7817], [3.5766, 0.5120, -4.7573], [3.3981, 0.1127, -3.4011], [4.5310, -0.5135, -2.8157], [6.5999, -3.9877, -2.9333], [5.1954, -3.7929, -3.9874], [6.6443, -4.6663, -4.5713], [6.4712, -3.3160, -6.3507], [7.6986, -2.0603, -6.1719], [5.7621, -1.0133, -7.1758], [5.9919, -0.4079, -5.5241], [4.3298, -2.1597, -4.8978], [2.3894, -1.0747, -5.5748], [3.2963, -0.1802, -6.7853], [2.8029, 1.2647, -4.9444], [4.5321, 1.0307, -4.8893], [5.4738, -0.1128, -3.1961], [4.4811, -1.5920, -2.9661], [4.4946, -0.3387, -1.7367], [-9.2232, -4.0000, 0.6219], [-9.5339, -4.5584, 1.8903], [-8.4173, -4.5933, 2.7827], [-8.5984, -3.5830, 3.9191], [-8.4767, -2.2064, 3.4316], [-8.9270, -1.1926, 4.3909], [-10.3971, -1.2372, 4.8424], [-11.3332, -0.9112, 3.8193], [-11.6602, -1.9872, 2.9520], [-10.0646, -4.1922, -0.0465], [-9.0883, -2.9183, 0.6925], [-8.3278, -4.4595, 0.1931], [-7.4661, -4.4502, 2.2599], [-8.4025, -5.5979, 3.2193], [-7.8313, -3.7578, 4.6833], [-9.5768, -3.7628, 4.3676], [-9.0257, -2.1058, 2.5852], [-8.7526, -0.2203, 3.9177], [-8.2796, -1.2319, 5.2748], [-10.5197, -0.4634, 5.6077], [-10.6639, -2.1808, 5.3301], [-11.6545, -2.9530, 3.4630], [-10.9827, -1.9980, 2.0981], [-12.6663, -1.8125, 2.5605], [9.4632, 2.0680, -6.1904], [8.8287, 1.3476, -5.1441], [9.7002, 0.4282, -4.4790], [10.0186, 0.9114, -3.0616], [10.8842, 2.0933, -3.0842], [10.9887, 2.7809, -1.7937], [9.6977, 3.3491, -1.1788], [9.1417, 4.4473, -1.8965], [8.3429, 4.0813, -3.0117], [8.6901, 2.5885, -6.7589], [10.1498, 2.8172, -5.7898], [9.9991, 1.3966, -6.8680], [10.6102, 0.2306, -5.0548], [9.1506, -0.5167, -4.4014], [10.5272, 0.1096, -2.5125], [9.0702, 1.1204, -2.5634], [10.5249, 2.7528, -3.7648], [11.6824, 3.6148, -1.9432], [11.4616, 2.1051, -1.0718], [9.9620, 3.7480, -0.1936], [8.9405, 2.5800, -0.9932], [7.8026, 3.1453, -2.8501], [8.9591, 4.0215, -3.9091], [7.6101, 4.8758, -3.1786]], "atomic_forces_ev_per_a": [[-1.1, -0.3, 0.4], [-1.4, 0.2, -1.8], [0.7, 1.4, 1.9], [4.0, -0.2, 0.8], [1.6, -0.5, -0.3], [-0.2, -1.0, -0.2], [-0.7, 1.3, 0.0], [1.3, -1.3, -0.9], [0.2, -0.6, 0.2], [0.8, -0.1, -0.6], [0.0, -2.5, -3.0], [0.8, 3.7, -2.7], [3.8, 0.9, -2.3], [-4.8, -6.1, 3.1], [-3.9, -1.1, -1.5], [5.0, 4.1, -1.6], [-2.4, -3.3, -1.3], [-3.9, -0.9, 2.6], [1.4, -2.9, 2.7], [-2.8, -0.8, -3.2], [-2.2, 3.2, 2.0], [3.0, 1.1, -2.1], [-2.6, 0.3, 0.2], [0.1, 2.2, 3.5], [-1.1, -0.4, -0.5], [3.7, 3.5, 2.8], [0.2, 0.4, 1.0], [1.4, 0.2, -2.7], [-0.5, 1.6, 0.0], [-1.0, 0.2, 0.8], [0.2, -0.9, 0.9], [2.2, -1.5, 0.8], [-5.4, 2.5, -0.8], [-1.2, -1.3, 0.0], [-0.2, 1.8, 1.2], [1.8, -0.3, 1.0], [2.0, 0.4, 0.4], [0.2, -1.4, -0.9], [0.8, 0.1, -0.8], [0.0, 0.1, -2.0], [1.8, 0.9, 0.8], [-0.8, -0.5, 0.5], [-0.3, 0.6, -0.6], [-0.7, 0.0, 0.0], [0.0, 0.2, 0.7], [0.6, -0.6, -0.3], [0.0, -0.3, 1.1], [-1.9, 0.4, 0.7], [-0.3, -1.5, -0.4], [1.1, 1.2, 0.6], [-0.2, -1.9, -0.9], [-1.2, 1.3, 0.4], [1.2, -0.8, 1.4], [1.6, 0.6, 0.7], [0.3, 0.1, -2.0], [-0.9, -1.6, 0.1], [0.2, 0.2, 0.2], [-0.2, -0.4, -0.3], [0.1, 0.7, 0.0], [-0.1, -0.6, 0.1], [0.1, 0.2, 0.0], [0.1, -0.2, 0.3], [-0.5, 0.0, -0.1], [0.4, 0.1, -0.3], [-0.3, 0.0, 0.3], [0.0, 0.1, -0.1], [-0.1, -0.2, -0.1], [-0.1, 0.0, 0.0], [-0.1, 0.0, 0.2], [-0.1, 0.0, 0.0], [0.0, 0.0, 0.1], [0.3, 0.1, 0.0], [0.0, 0.0, -0.1], [0.0, 0.1, 0.0], [0.1, 0.0, 0.1], [0.0, -0.1, 0.1], [0.1, -0.2, 0.1], [0.0, -0.1, -0.1], [0.3, -0.1, 0.0], [-0.1, 0.1, -0.1], [-0.3, -0.2, 0.1], [0.5, 0.2, -0.2], [-0.4, -0.1, 0.6], [0.3, 0.1, -0.6], [0.0, -0.1, 0.2], [-0.1, 0.0, -0.3], [0.1, 0.5, 0.1], [0.2, -0.4, 0.3], [-0.2, 0.4, -0.1], [0.0, 0.0, 0.1], [0.2, 0.1, -0.1], [0.0, 0.1, 0.0], [-0.1, 0.2, -0.1], [0.0, 0.1, 0.0], [-0.1, 0.0, -0.1], [-0.1, -0.2, 0.1], [0.1, -0.1, 0.1], [-0.1, 0.0, 0.1], [-0.1, -0.1, 0.0], [0.0, 0.0, -0.1], [0.0, -0.1, -0.2], [0.1, 0.0, 0.0], [0.0, -0.3, -0.1], [0.1, 0.0, 0.1], [-0.3, 0.0, 0.1], [0.4, 0.0, -0.3], [-0.4, -0.2, 0.6], [0.3, 0.2, -0.5], [-0.2, -0.1, 0.1], [-0.1, 0.2, -0.3], [0.4, 0.2, 0.2], [-0.1, -0.5, 0.1], [0.0, 0.5, 0.1], [0.0, -0.1, 0.1], [0.2, 0.0, -0.1], [0.1, 0.0, 0.0], [0.0, 0.2, 0.0], [0.0, 0.0, 0.0], [-0.1, 0.1, 0.0], [-0.2, -0.2, 0.1], [0.0, -0.1, 0.1], [-0.1, 0.0, 0.1], [-0.1, 0.0, 0.0], [0.0, 0.0, -0.1], [0.0, 0.0, -0.2], [0.1, -0.1, 0.0], [-0.1, -0.2, -0.2], [0.1, 0.0, 0.1]], "mulliken_charge": [-0.99, 0.71, -0.15, -0.47, 0.60, -1.08, 0.34, -0.69, -0.68, -0.46, -0.18, -0.51, 0.60, -0.46, 0.66, 1.15, -0.63, -0.55, 0.74, -0.22, -0.19, -0.24, -0.28, 0.48, 0.13, -0.54, 0.02, -0.56, 0.33, -1.19, -0.72, 0.03, -0.50, 0.21, 0.15, 0.45, 0.38, -0.60, 0.53, 0.50, -0.14, 0.32, 0.31, 0.24, 0.27, 0.32, 0.31, 0.30, 0.21, 0.30, 0.26, 0.22, 0.36, 0.34, -0.07, 0.27, -0.82, -0.24, -0.95, 0.04, -0.33, -0.68, -0.50, -0.32, -0.55, 0.23, 0.32, 0.35, 0.46, 0.41, 0.38, 0.00, 0.09, 0.39, 0.39, 0.36, 0.31, 0.22, 0.15, 0.34, -0.62, -0.35, -0.77, -0.38, -0.05, -0.67, -0.62, -0.44, -0.54, 0.23, 0.22, 0.34, 0.36, 0.40, 0.38, 0.21, 0.00, 0.28, 0.48, 0.38, 0.38, 0.28, 0.19, 0.31, -0.88, -0.23, -0.70, -0.21, -0.32, -0.68, -0.45, -0.44, -0.46, 0.24, 0.35, 0.34, 0.46, 0.23, 0.39, 0.11, 0.09, 0.37, 0.38, 0.35, 0.33, 0.24, 0.13, 0.34]}